1.
This record from OMol25 describes 8 unconnected molecules or ions with the total composition C18H50N2O8. The level of theory is the ωB97M-V functional and the def2-TZVPD basis.

As for the LUMO energy: 0.4 eV. For the maximum force, the calculation gives 0.0656 hartree/bohr.

CARTESIAN COORDINATES (ANGSTROEM)
O  -0.9327  2.5311  -0.3182
N  -0.1151  -2.5405  4.0356
H  0.7220  1.1570  0.9740
H  -0.3571  -0.8096  -0.2272
C  1.6089  0.8962  -3.8999
H  -2.9239  2.3221  -4.7505
H  0.0181  0.5629  -6.2147
H  -1.1783  0.2444  -4.8967
H  0.3537  -5.6508  2.9296
C  0.6416  -3.8951  3.8725
H  -2.5575  1.7523  2.1822
H  2.0103  4.0877  -5.0858
O  -2.5691  3.9476  2.3432
H  2.6333  3.1411  -2.6547
C  0.0247  3.0047  -6.6391
H  -1.4235  1.7689  0.0792
C  1.5775  3.1525  -2.8070
O  -0.9279  1.9634  -3.1809
C  2.0469  2.9912  -5.1396
H  3.0916  2.7250  -5.0174
H  2.3402  -2.8751  2.8461
H  2.5791  -3.4730  4.4430
C  1.1821  2.3964  -4.0379
H  -1.2137  -2.6530  6.3864
C  0.6383  -3.7355  6.3780
H  2.4205  -1.6456  5.6290
H  0.0507  -4.3770  1.7434
H  1.2999  4.2088  -2.9101
O  -0.5049  -1.7282  -0.5762
H  -0.9181  0.0374  6.0500
C  -2.2708  2.8518  -5.4677
H  -2.2906  3.8319  -5.0307
H  -1.6953  -1.2241  -1.9099
H  -2.7488  2.8045  -6.4438
H  -2.7606  -0.1122  -2.2495
H  -0.4637  2.7770  -7.5854
H  -0.0608  4.0584  -6.4000
H  -2.7802  4.6056  3.0017
H  0.5050  -4.3181  7.2767
H  2.6887  0.7455  -3.9850
C  -0.8845  2.2732  -5.4936
O  -0.0572  -1.8009  2.8368
H  -0.9921  0.9737  -3.2466
H  1.4647  1.4188  -6.7153
H  1.0501  -5.5490  5.2549
C  0.2440  -1.6070  5.1947
C  0.3885  -4.6608  5.2086
H  2.0240  3.0342  -7.3630
H  -1.0435  2.3879  -1.2673
H  0.0030  -1.9405  7.4052
H  -1.8922  4.1899  1.7330
H  -3.1758  0.3621  2.0258
H  2.0144  -0.8983  4.1362
O  -2.0275  -0.6231  -2.5786
H  0.8666  -1.4257  2.6664
H  -1.7250  0.5757  -6.5346
C  1.4541  2.5326  -6.5301
H  -1.7967  -0.8558  4.6816
H  2.6122  -4.6474  3.1753
H  1.7870  -0.0852  5.7248
H  1.7055  -3.3873  6.3323
C  -0.1889  -2.4897  6.4568
O  -2.4255  0.9163  1.7377
H  -0.4839  0.3262  4.3679
C  -0.9623  0.7726  -5.7862
C  2.0910  -3.7431  3.5548
N  -0.2728  2.5635  -4.2247
H  1.0604  0.4058  -4.7018
H  -0.6601  -4.9485  5.1989
O  0.4485  0.2310  1.1922
C  -0.0442  -4.6761  2.7994
H  -0.4310  0.2188  1.6460
H  1.1017  2.6920  -1.9615
C  -0.8430  -0.4371  5.0775
H  -0.0222  -2.3485  -0.0603
C  1.6658  -1.0184  5.2086
H  1.2584  0.5118  -2.9418
H  -1.0519  -4.7714  3.0477

Results of the Löwdin charge analysis, in e, for atoms 1 through 2:
1 O -0.0736
2 N -0.0717


2.
This record from OMol25 describes C2H3NOS2 in the gas phase. The level of theory is the ωB97M-V functional and the def2-TZVPD basis.

As for the LUMO energy: -1.1 eV. For the maximum force, the calculation gives 0.0842 hartree/bohr.

CARTESIAN COORDINATES (ANGSTROEM)
C  -0.1898  -0.6565  0.8475
C  -0.8957  -0.2042  -0.3192
S  -0.8709  -1.8504  1.8974
H  1.0935  1.3860  -2.6844
N  -0.3603  0.5181  -1.1774
S  1.1991  1.1193  -1.3236
H  -2.0467  -0.4346  -0.2769
H  1.3637  -0.1612  1.8487
O  0.7071  0.2835  1.1879

Results of the Löwdin charge analysis, in e, for atoms 1 through 2:
1 C -0.8258
2 C -0.3335


3.
This record from OMol25 describes C7H15N3 in the gas phase. The level of theory is the ωB97M-V functional and the def2-TZVPD basis.

As for the LUMO energy: 0.3 eV. For the maximum force, the calculation gives 0.0734 hartree/bohr.

CARTESIAN COORDINATES (ANGSTROEM)
H  1.9239  1.5029  1.5218
H  -1.1058  1.4346  -0.6370
C  -1.5404  -0.4660  0.5725
H  1.0671  -0.0737  2.0070
H  -1.0268  -2.4759  -0.1730
C  -1.8844  -1.8271  -0.0340
N  5.0633  -0.1609  0.3815
H  0.1769  1.5231  1.5419
N  2.9279  -1.1436  -0.2113
C  -0.7280  0.3419  -0.4432
H  0.9089  -1.5515  0.1295
H  1.9906  2.3041  -0.5552
H  0.4586  2.3619  -1.2805
H  -2.6216  -2.3427  0.6560
H  -0.9191  -0.1550  -1.3636
H  -2.3328  -1.6070  -1.0079
H  -2.4429  -0.0264  0.8838
C  3.9341  -0.3905  0.1001
H  1.7834  1.2544  -1.8693
C  1.3117  1.6492  -1.0443
H  1.3219  -1.0716  -1.3399
C  0.8273  0.4788  -0.1475
N  1.4180  -0.8323  -0.3498
C  0.9931  0.9022  1.3236
H  -1.0936  -0.6447  1.5247

Results of the Löwdin charge analysis, in e, for atoms 1 through 2:
1 H 0.0972
2 H 0.1447


4.
This record from OMol25 describes C4H8N2 in the gas phase. The level of theory is the ωB97M-V functional and the def2-TZVPD basis.

As for the LUMO energy: 0.3 eV. For the maximum force, the calculation gives 0.0240 hartree/bohr.

CARTESIAN COORDINATES (ANGSTROEM)
H  1.0266  -1.1053  -0.7156
H  -0.4353  0.1850  -2.5623
H  -2.0644  0.5580  -2.0409
H  1.9122  -0.9721  1.4108
N  0.3065  1.2723  2.8822
C  0.8577  -0.7171  1.2674
H  -0.7225  1.5918  -1.5241
C  0.5199  0.4018  2.1516
N  0.5936  -0.3783  -0.1450
H  1.0988  0.4977  -0.3744
H  0.2241  -1.5792  1.4960
C  -0.9142  -0.3997  -0.5037
H  -1.3791  0.1121  0.3569
C  -1.0240  0.5330  -1.6989

Results of the Löwdin charge analysis, in e, for atoms 1 through 2:
1 H 0.1522
2 H 0.0519


5.
This record from OMol25 describes a molecular structure, C27H34BF5N7O2PrS. The level of theory is the ωB97M-V functional and the def2-TZVPD basis.

As for the LUMO energy (spin up / spin down): 4.5 / 4.5 eV. Its spin multiplicity is 3. Its expectation value of S² is 2.00. Its total charge is -2. For the maximum force, the calculation gives 0.0624 hartree/bohr.

CARTESIAN COORDINATES (ANGSTROEM)
C  -2.4380  1.7920  -3.0549
C  3.5050  2.5412  -0.5718
H  -3.2453  -0.1803  -0.3777
H  -1.1906  4.6792  1.2579
N  1.7233  0.7178  2.0395
C  -3.4883  -0.1476  2.0130
H  -3.3394  0.7072  1.3009
H  -2.9607  2.1751  -3.9524
C  2.0788  -2.8642  -0.1401
C  1.6906  -3.6638  -1.3218
C  -4.3100  2.0321  -1.5756
C  2.7681  2.0743  0.6504
H  0.1552  -2.9956  5.2139
F  -0.7176  -1.6854  -2.0405
N  -2.6139  0.3714  -0.9833
Pr  -0.2780  0.1662  -0.3115
F  0.3675  -1.1229  -7.3626
N  1.8903  -1.9415  1.8953
N  -0.0859  -0.8222  2.9997
H  1.0301  -1.4771  5.3725
C  -1.1250  -2.3682  -4.2581
N  1.2147  -2.1773  0.6230
F  -2.1465  -3.1033  -3.8588
C  0.2206  -1.4156  -6.0565
H  0.6642  4.6174  1.1934
C  1.0435  -0.8155  -5.1203
C  -3.3213  0.9630  -2.1355
C  3.3009  -2.9904  0.5524
O  -0.0528  2.9352  -1.2637
H  0.5809  1.2800  4.1657
F  -1.5532  -2.9096  -6.6015
N  -1.0208  -0.1870  2.1769
S  1.7251  -0.0615  -2.5972
H  2.6700  3.8504  1.9120
C  -0.7975  -2.2612  -5.6564
H  -4.6591  -0.7217  -2.5242
O  -0.5554  2.1623  0.7489
H  -1.5859  1.2306  -3.5530
H  0.2236  2.9053  3.6973
C  1.7607  1.9453  2.5919
H  1.7518  2.5786  4.6789
H  -1.8617  2.5931  -2.5605
C  -0.6985  -1.3638  4.0995
H  2.7494  2.7447  -1.3662
C  -2.0986  -1.2725  3.8421
H  4.9093  -2.1037  2.8795
H  1.9904  -3.1487  -2.2617
C  -2.2775  -0.5401  2.6298
H  -0.5860  -1.6875  6.1930
H  2.0177  -0.7449  3.8571
H  4.2517  1.8002  -0.8793
N  2.3292  0.7762  0.7756
B  1.4520  -0.6878  2.8111
H  3.9761  3.4979  -0.3448
C  -0.2844  3.1327  -0.0532
C  -0.2851  4.5254  0.6066
H  0.6274  -3.8698  -1.3692
C  3.9418  -2.6386  3.0815
H  4.1767  -3.4368  0.0778
F  2.1273  -0.1213  -5.5580
H  -4.9008  2.4898  -2.4406
H  -5.0145  1.5603  -0.9391
H  2.2415  -4.6041  -1.2862
H  -4.2141  0.1690  -4.0093
C  0.0140  -1.8933  5.2897
H  3.4301  -2.2030  3.9115
C  3.0936  -2.4900  1.8355
C  1.0741  2.2326  3.8530
C  -0.3173  -1.7316  -3.3842
H  -2.9315  -1.6978  4.4176
H  4.2021  -3.6975  3.1836
H  -3.0399  -0.9438  -3.1713
H  -4.3431  -0.3286  2.6350
C  2.4406  2.8348  1.7565
C  0.7800  -0.8778  -3.7381
H  -3.7150  2.7651  -1.0510
H  -0.2940  5.3485  -0.0885
C  -3.8428  -0.1997  -3.0006

Results of the Löwdin charge analysis, in e, for atoms 1 through 2:
1 C -0.0927
2 C -0.0434


6.
This record from OMol25 describes 3 unconnected molecules or ions with the total composition C5H8Cl6O. The level of theory is the ωB97M-V functional and the def2-TZVPD basis.

As for the LUMO energy (spin up / spin down): -5.5 / -9.2 eV. Its spin multiplicity is 2. Its expectation value of S² is 0.76. Its total charge is +1. For the maximum force, the calculation gives 0.0616 hartree/bohr.

CARTESIAN COORDINATES (ANGSTROEM)
H  -0.7429  -2.3055  2.3596
C  -2.1529  -0.6179  -2.5865
Cl  3.5433  2.5296  -1.1026
C  -0.0727  -0.6040  1.2785
C  -0.8247  -1.2204  2.4233
H  1.6104  -0.4605  0.2414
H  -2.3803  -1.0509  -3.5607
O  -0.5126  0.4109  0.7066
C  1.7994  2.5684  -0.6572
Cl  -3.6739  0.3703  -2.0831
H  1.0602  -2.0843  0.2260
H  -0.4561  -0.7232  3.3205
H  2.0968  -1.4012  1.5398
Cl  -1.7902  -2.0301  -1.4894
H  -1.8328  -0.8064  2.4394
Cl  0.9626  3.7701  -1.5307
H  1.2369  1.6644  -0.8907
Cl  1.6611  2.7479  1.1126
Cl  -0.7617  0.4861  -2.6447
C  1.2301  -1.2431  0.8980

Results of the Löwdin charge analysis, in e, for atoms 1 through 2:
1 H 0.1282
2 C -1.3623


For each record above, in turn, the calculated E_tot values are -1427.14901, -1004.30286, -439.82745, -266.59105, -3022.52129, -3031.31100 hartree.